Record 1
Below is 2 unconnected molecules or ions with the total composition C5H11NO, with properties calculated with wB97M-V/def2-TZVPD.

Output
- HOMO level: -7.34 eV
- Total charge: 0
- Spin multiplicity: 1
- Orbital gap: 8.162 eV
- Energy above the lowest of the compared OMol25 structures with the same formula, charge and spin: 4.9111 eV
- DFT total energy: -326.95087 hartree

Cartesian coordinates (Å):
C (2.3173, 0.4083, -1.0986)
C (0.7916, -1.1140, 1.2884)
N (-0.1313, -0.6876, 0.4831)
C (-1.0148, -1.2164, -0.5552)
C (-0.8736, 0.1956, -0.1685)
C (-1.7030, 1.3565, 0.2243)
O (-2.9223, 1.0131, 0.8777)
H (2.5078, -0.6637, -1.1961)
H (2.8976, 0.7976, -0.2585)
H (2.6052, 0.9209, -2.0176)
H (1.1250, -2.1382, 1.1885)
H (1.2694, -0.4193, 1.9679)
H (-0.5146, -1.5962, -1.4503)
H (-1.8198, -1.8529, -0.1743)
H (1.2526, 0.5829, -0.9236)
H (-1.0926, 2.0335, 0.8416)
H (-2.0033, 1.9120, -0.6692)
H (-2.6911, 0.4681, 1.6405)

natural (NBO) population analysis, charges in e, atoms 1 to 5: number 1, C, carries -0.87; number 2, C, carries -0.29; number 3, N, carries -0.20; number 4, C, carries -0.22; number 5, C, carries -0.05

=====

Record 2
Below is 2 unconnected molecules or ions with the total composition C3H6N3O2 in a non-equilibrium geometry, with properties calculated with wB97M-V/def2-TZVPD.

Output
- HOMO level (spin up / spin down): -13.76 / -13.76 eV
- Total charge: +1
- Spin multiplicity: 1
- Orbital gap (spin up / spin down): 8.431 / 8.432 eV
- Energy above the lowest of the compared OMol25 structures with the same formula, charge and spin: 4.3693 eV
- DFT total energy: -432.24076 hartree

Cartesian coordinates (Å):
C (1.2227, 1.3702, -1.5666)
C (-0.0699, -1.0341, -0.2712)
C (-1.1155, 0.7660, 0.8942)
N (0.6900, 2.1707, -2.2903)
N (-0.6741, -0.4173, 0.8375)
N (0.7949, -1.9711, 0.0336)
O (1.5653, 0.5816, -0.7762)
O (-1.1474, -1.3897, 1.7590)
H (-1.7713, 1.3716, 1.5876)
H (-0.8104, 1.5074, 0.1747)
H (1.0798, 2.8243, -2.9635)
H (1.1337, -2.5586, -0.7002)
H (1.0279, -2.1210, 0.9762)
H (-1.9257, -1.0999, 2.3051)

natural (NBO) population analysis, charges in e, atoms 1 to 5: number 1, C, carries 0.87; number 2, C, carries 0.31; number 3, C, carries 0.02; number 4, N, carries -0.74; number 5, N, carries -0.05

=====

Record 3
Below is 17 unconnected molecules or ions with the total composition C35H80Cl24O27S9 in a non-equilibrium geometry, with properties calculated with wB97M-V/def2-TZVPD.

Output
- HOMO level: -10.75 eV
- Total charge: 0
- Spin multiplicity: 1
- Orbital gap: 10.875 eV
- DFT total energy: -18041.16364 hartree

Cartesian coordinates (Å):
C (2.5874, -4.2988, 4.5754)
Cl (3.1474, -3.0141, 5.7163)
Cl (2.1546, -5.7425, 5.5028)
Cl (3.9219, -4.5600, 3.4465)
H (1.7626, -3.8583, 3.9931)
C (-0.8817, 0.0624, 6.4630)
Cl (0.1603, -1.2943, 6.1996)
Cl (0.0408, 1.5757, 6.5435)
Cl (-1.9012, -0.2705, 7.8790)
H (-1.5544, 0.1818, 5.6388)
C (-1.6299, 4.7996, 2.6161)
Cl (-1.9826, 5.0906, 0.8578)
Cl (-0.0754, 4.0298, 2.9214)
Cl (-2.9282, 3.8313, 3.3420)
H (-1.5651, 5.7689, 3.1011)
C (-3.9235, -4.0480, 0.4758)
Cl (-4.0941, -2.2975, 1.1047)
Cl (-3.0708, -4.0694, -1.0701)
Cl (-5.4588, -4.8640, 0.2605)
H (-3.3055, -4.6273, 1.2181)
C (-2.6182, -5.0177, 4.4135)
Cl (-4.2096, -4.3953, 4.1335)
Cl (-2.8300, -6.7002, 4.9837)
Cl (-1.7933, -3.9559, 5.5802)
H (-2.0345, -4.9949, 3.5198)
C (-2.6992, 3.4776, -2.3744)
Cl (-3.3059, 2.9192, -3.9235)
Cl (-3.6246, 4.9707, -1.9232)
Cl (-0.9799, 3.7345, -2.3914)
H (-2.8327, 2.6274, -1.6916)
C (3.9101, -2.2521, -4.4559)
Cl (3.5090, -3.6991, -3.4672)
Cl (2.6426, -1.6687, -5.5672)
Cl (5.3295, -2.4471, -5.4850)
H (4.1433, -1.4053, -3.7589)
C (4.2819, 1.6600, 2.4873)
Cl (3.8537, 3.3510, 2.2443)
Cl (3.5404, 1.1233, 4.0362)
Cl (6.0143, 1.3957, 2.5176)
H (3.9000, 1.0313, 1.7151)
O (-2.6420, -4.8295, -8.7090)
S (-1.5794, -3.9544, -8.2385)
O (-0.5876, -3.3889, -9.1318)
O (-2.2720, -2.6410, -7.5767)
C (-3.5841, -2.7387, -6.9937)
C (-4.0956, -1.2935, -6.9272)
C (-0.8813, -4.7209, -6.8070)
H (-3.4977, -3.0963, -5.9967)
H (-4.1188, -3.4236, -7.6895)
H (-4.2006, -0.8843, -7.9039)
H (-3.3377, -0.7498, -6.3234)
H (-5.0736, -1.2616, -6.5121)
H (-0.1792, -5.5400, -6.9389)
H (-1.6809, -5.0348, -6.1642)
H (-0.3511, -3.9244, -6.2974)
O (-5.7462, 2.0131, -1.7875)
S (-5.6604, 1.4349, -0.5002)
O (-4.4408, 1.3996, 0.2158)
O (-6.7282, 2.0846, 0.4415)
C (-6.3242, 3.0852, 1.3874)
C (-6.8232, 4.4194, 1.0173)
C (-6.3574, -0.1380, -0.5065)
H (-5.2371, 3.0653, 1.5070)
H (-6.8315, 2.7649, 2.2698)
H (-6.6070, 5.1240, 1.8192)
H (-7.8710, 4.3988, 0.8505)
H (-6.4383, 4.7384, 0.0737)
H (-7.3541, -0.1722, -0.9862)
H (-6.4403, -0.4084, 0.5453)
H (-5.6851, -0.8715, -1.0185)
O (3.8128, 7.8266, -1.4254)
S (3.4124, 8.4687, -0.1900)
O (2.2437, 9.2694, -0.0604)
O (3.2218, 7.3772, 0.9350)
C (1.9415, 6.7167, 1.1322)
C (1.2916, 6.3545, -0.2139)
C (4.7961, 9.1657, 0.5998)
H (1.3202, 7.3951, 1.7428)
H (2.1871, 5.9001, 1.8674)
H (0.8715, 7.3030, -0.5511)
H (0.4104, 5.7248, 0.0124)
H (2.0174, 5.8580, -0.9237)
H (5.5999, 8.4593, 0.5332)
H (4.5883, 9.3620, 1.6287)
H (5.1102, 10.0485, 0.1105)
O (-0.5551, -2.4562, -3.6529)
S (-0.4559, -1.0224, -3.4298)
O (0.5978, -0.4952, -2.6115)
O (-0.3475, -0.4497, -4.9407)
C (0.3563, 0.8458, -4.8860)
C (0.1768, 1.4887, -6.2832)
C (-1.9395, -0.3700, -2.8049)
H (1.4032, 0.6399, -4.7233)
H (0.0758, 1.4116, -3.9616)
H (0.8694, 2.3137, -6.3737)
H (-0.8004, 1.7866, -6.4180)
H (0.5023, 0.7452, -7.0505)
H (-2.7533, -0.4614, -3.5569)
H (-1.7206, 0.6579, -2.7106)
H (-2.2286, -0.8033, -1.8673)
O (0.3821, -4.0004, 1.6135)
S (-0.1555, -5.3180, 1.3038)
O (-1.4103, -5.7737, 1.8031)
O (-0.3349, -5.5702, -0.3188)
C (0.5092, -4.8021, -1.2092)
C (0.1633, -5.1809, -2.6918)
C (1.1417, -6.5187, 1.5726)
H (1.5393, -4.9399, -0.9277)
H (0.3045, -3.7574, -1.1781)
H (0.8852, -4.7508, -3.3319)
H (-0.8370, -4.8105, -2.8434)
H (0.3062, -6.2493, -2.7227)
H (2.0787, -6.1051, 1.2318)
H (0.8791, -7.4320, 1.0169)
H (1.2959, -6.7975, 2.6561)
O (-1.0460, 1.5367, -0.1828)
S (-0.7992, 0.3405, 0.5343)
O (-1.0005, -0.9522, -0.1068)
O (0.7505, 0.4061, 0.8686)
C (1.6601, -0.6990, 0.7114)
C (1.8533, -1.4536, 2.0041)
C (-1.7767, 0.4988, 2.0206)
H (2.5782, -0.2497, 0.4137)
H (1.3599, -1.3388, -0.1443)
H (2.6021, -2.1945, 1.7674)
H (1.0523, -2.0276, 2.4094)
H (2.2205, -0.8471, 2.8137)
H (-1.6528, -0.4906, 2.5389)
H (-2.7774, 0.7969, 1.7711)
H (-1.2601, 1.2655, 2.5752)
O (-6.0627, 0.7605, 3.7812)
S (-5.1489, 0.7745, 4.8908)
O (-3.7263, 0.9812, 4.8182)
O (-5.8124, 1.9008, 5.8494)
C (-5.1559, 2.1414, 7.1167)
C (-5.8171, 3.3529, 7.7121)
C (-5.3052, -0.7444, 5.8148)
H (-4.0959, 2.3865, 6.7921)
H (-5.1893, 1.2381, 7.7517)
H (-5.7529, 4.0836, 6.8984)
H (-5.2469, 3.6637, 8.6619)
H (-6.8968, 3.1808, 8.0014)
H (-4.6939, -0.4761, 6.7178)
H (-4.9023, -1.5587, 5.1429)
H (-6.2718, -0.8749, 6.1762)
O (4.8785, -4.1972, -0.3410)
S (5.5302, -3.0008, -0.0149)
O (4.7071, -1.8712, 0.2746)
O (6.4264, -3.2252, 1.2243)
C (6.8396, -2.0089, 1.9153)
C (8.1371, -2.2216, 2.5684)
C (6.7733, -2.6251, -1.2023)
H (6.0668, -1.8178, 2.6366)
H (6.9049, -1.1555, 1.2664)
H (8.8687, -2.6764, 1.9321)
H (8.0364, -2.8036, 3.5171)
H (8.6182, -1.3128, 2.8774)
H (7.1563, -1.6024, -1.0129)
H (6.3176, -2.6411, -2.1569)
H (7.6868, -3.3187, -1.1636)
O (6.8245, 0.8490, -1.0353)
S (5.9506, 1.0878, -2.1288)
O (5.7317, 0.1229, -3.1679)
O (4.5916, 1.4163, -1.4931)
C (3.2888, 1.1610, -2.2409)
C (2.3080, 2.0347, -1.5463)
C (6.4531, 2.6372, -2.7944)
H (3.1848, 0.1031, -2.1139)
H (3.4701, 1.3046, -3.3358)
H (1.2962, 1.7477, -1.8445)
H (2.5366, 3.0426, -1.8699)
H (2.3861, 1.9674, -0.4601)
H (7.4469, 2.7461, -3.2783)
H (6.4839, 3.3892, -1.9998)
H (5.6865, 2.8073, -3.5293)

Löwdin population analysis, charges in e, atoms 1 to 5: number 1, C, carries -1.50; number 2, Cl, carries 0.48; number 3, Cl, carries 0.54; number 4, Cl, carries 0.56; number 5, H, carries 0.00

=====

Record 4
Below is 9 unconnected molecules or ions with the total composition C9H36N2O10 in a non-equilibrium geometry, with properties calculated with wB97M-V/def2-TZVPD.

Output
- HOMO level: -9.63 eV
- Total charge: 0
- Spin multiplicity: 1
- Orbital gap: 9.209 eV
- DFT total energy: -1226.29458 hartree

Cartesian coordinates (Å):
N (-2.9006, 0.2364, 2.1985)
H (-2.7261, 0.7811, 1.3484)
H (-3.3420, -0.6513, 1.9578)
H (-3.4941, 0.7551, 2.8449)
H (-1.9791, 0.0823, 2.6721)
N (-0.0200, -0.5456, -0.0612)
O (-0.6046, -1.4532, -0.6662)
O (1.2098, -0.4111, -0.1153)
O (-0.6929, 0.2416, 0.6490)
C (1.4742, -2.2029, -3.8058)
C (0.2403, -3.0855, -3.7633)
C (0.4046, -4.2379, -2.7868)
O (-0.9007, -2.2988, -3.4084)
H (2.3514, -2.7317, -4.2059)
H (1.7753, -1.8056, -2.8366)
H (1.3030, -1.3826, -4.5082)
H (0.0225, -3.4697, -4.7587)
H (1.1196, -4.9785, -3.1588)
H (-0.5311, -4.7817, -2.6317)
H (0.7580, -3.8977, -1.8108)
H (-0.7581, -2.0201, -2.4937)
C (4.1196, 2.5841, 2.8090)
C (3.2724, 1.4003, 2.4043)
C (3.1457, 0.3731, 3.5193)
O (1.9816, 1.8906, 1.9834)
H (5.1053, 2.2205, 3.0991)
H (3.6569, 3.0596, 3.6776)
H (4.2046, 3.3222, 2.0160)
H (3.7018, 0.8607, 1.5491)
H (4.1337, -0.0331, 3.7563)
H (2.5787, -0.5057, 3.1831)
H (2.6494, 0.7421, 4.4200)
H (1.6143, 1.2307, 1.3791)
C (-3.3809, 1.2838, -1.1048)
C (-3.2036, 2.7528, -0.6975)
C (-2.1588, 3.4928, -1.5170)
O (-4.4303, 3.4804, -0.7985)
H (-2.4163, 0.7914, -1.2006)
H (-3.9322, 1.1716, -2.0387)
H (-3.9889, 0.7743, -0.3435)
H (-2.8369, 2.7484, 0.3509)
H (-2.4369, 3.5053, -2.5719)
H (-1.1908, 2.9980, -1.4351)
H (-2.0840, 4.5170, -1.1566)
H (-5.0984, 3.0804, -0.2358)
O (2.1654, -2.5941, 1.5420)
H (1.9993, -2.0118, 0.7879)
H (3.0536, -2.9339, 1.4043)
O (1.3405, 2.1171, -1.7972)
H (2.2973, 2.0279, -1.8222)
H (1.0312, 1.2389, -1.5487)
O (-0.4903, 0.4002, 3.2650)
H (0.2498, 0.7110, 3.7957)
H (-0.1406, 0.3447, 2.3604)
O (-2.5131, -3.2791, 0.4197)
H (-2.9704, -3.1948, -0.4227)
H (-1.7378, -2.7105, 0.3095)

natural (NBO) population analysis, charges in e, atoms 1 to 5: number 1, N, carries -0.89; number 2, H, carries 0.47; number 3, H, carries 0.45; number 4, H, carries 0.42; number 5, H, carries 0.49